Entry 1:
Formula: C44H39ClF3N3O5OsTe
Source: OMol25
Level of theory: the ωB97M-V functional and the def2-TZVPD basis

Each line ends with the Löwdin charge.
Element x y z (Å)
O -0.275 -0.096 5.767  -0.029
C 0.890 2.215 -1.440  -0.420
C -2.770 0.845 1.272  -0.060
O -2.373 -0.936 5.554  -0.045
C -1.305 -2.956 2.121  -0.102
C -0.509 -5.836 0.113  -0.127
C 1.789 -5.367 0.507  -0.110
H -2.709 0.755 2.349  0.113
C -0.986 -0.464 -1.828  -0.550
C 0.916 -7.524 0.996  -0.293
H 1.144 1.836 -4.793  0.116
H -4.520 2.083 1.303  0.103
H -2.595 -2.579 3.803  0.120
C -1.825 0.213 0.474  -0.077
C -3.784 1.587 0.681  -0.080
C 0.754 -1.901 2.142  -0.188
C 1.989 -6.660 0.972  -0.012
H 4.402 4.744 -0.676  0.072
H -1.506 -5.556 -0.207  0.080
C 0.790 2.224 -3.843  -0.019
C -2.673 -2.772 -0.969  -0.117
C 2.089 -1.780 1.440  -0.637
H -4.635 2.289 -1.162  0.100
H -1.474 4.363 -2.567  0.117
N -0.153 -2.661 1.507  -0.060
C 3.668 3.952 -0.522  -0.072
C -0.873 3.632 -5.105  -0.054
C 2.453 0.707 -2.770  -0.083
C 2.103 3.179 1.350  -0.409
H -1.027 -0.351 0.939  0.069
N -1.567 -3.382 -1.411  -0.069
C 3.180 5.330 1.488  -0.026
Os 0.343 -2.853 -0.542  1.586
C 1.782 4.600 3.266  -0.022
C 2.961 4.144 0.794  -0.300
O -1.129 -0.462 -3.040  0.071
H 2.959 -6.996 1.315  0.115
H -1.877 3.215 -5.210  0.078
F 1.174 -4.847 -2.663  -0.062
H 1.225 -0.692 3.845  0.132
C 1.365 1.743 -2.670  -0.322
C 0.486 -1.314 3.359  0.066
H 2.637 -4.691 0.496  0.093
H 1.327 4.764 4.239  0.124
C -0.760 -1.509 3.949  -0.075
C -0.694 3.723 -0.115  -0.050
H -0.741 -4.627 -2.838  0.103
H -1.957 -3.651 1.607  0.108
C -2.910 1.063 -1.499  -0.024
H 3.172 6.685 4.481  0.077
H 1.935 7.472 3.509  0.078
C -1.648 -4.150 -2.498  -0.117
H 0.454 1.506 2.740  -0.001
C 0.541 -4.916 0.059  -0.295
H -1.159 -7.841 0.614  0.112
H 3.840 6.075 1.052  0.108
F 1.096 -8.791 1.445  0.035
C -1.180 -0.762 5.241  -0.691
C -0.230 3.159 -3.828  -0.269
H 3.306 0.960 -2.137  0.047
O 3.036 -1.270 1.980  0.067
H -4.757 -2.389 -1.194  0.120
Te 1.713 1.369 0.314  1.575
O 2.115 -2.318 0.239  -0.214
C -1.899 0.308 -0.914  -0.177
H 2.091 -0.271 -2.442  0.054
C -3.899 -2.917 -1.586  -0.015
H -0.965 4.720 -5.124  0.075
H 2.969 3.965 -1.359  0.073
H -2.943 1.126 -2.579  0.118
C -0.337 -7.137 0.576  -0.021
C -0.674 3.628 -2.599  -0.026
C 0.598 2.427 3.299  -0.072
H -0.385 2.880 3.448  0.091
H -0.007 4.439 0.339  0.081
C -3.849 1.701 -0.703  -0.077
H 2.790 0.608 -3.801  0.079
C 1.519 3.402 2.605  -0.304
C 2.845 6.871 3.456  -0.057
C 1.517 -3.616 -2.129  -0.428
Cl -2.885 -5.354 -4.557  0.701
C -0.141 3.169 -1.399  -0.292
F 1.530 -2.784 -3.224  -0.035
C -2.850 -4.340 -3.158  -0.623
H -0.862 2.932 0.618  0.054
C 2.598 5.579 2.723  -0.273
H -1.642 4.229 -0.301  0.078
H 3.611 7.466 2.959  0.069
H 2.546 -3.708 -1.779  0.098
N -0.053 -1.239 -1.203  -0.056
C -1.641 -2.389 3.330  0.019
H -0.293 3.323 -5.976  0.071
H 4.180 2.989 -0.552  0.063
H 0.987 2.162 4.283  0.089
H -4.936 -3.860 -3.226  0.114
C -3.997 -3.722 -2.705  -0.068
H -2.556 -2.123 -0.115  0.094

frontier orbital gap (alpha / beta): 6.6 / 6.0 eV
HOMO level (alpha / beta): -0.196 / -0.196 Eh
spin multiplicity: 2
electronic energy: -3359.1586 Ha
relative energy (zero: lowest compared OMol25 entry of this formula, charge and spin): 102.99 kJ/mol
strongest force on any atom: 0.0127 Eh/bohr
total charge: -1

---

Entry 2:
Formula: C44H39GdOP2
Source: OMol25
Level of theory: the ωB97M-V functional and the def2-TZVPD basis

Each line ends with the Löwdin charge.
Element x y z (Å)
H 3.006 0.426 0.271  0.056
H 1.374 -0.557 5.499  0.112
H -2.216 1.074 -2.499  0.088
C -2.908 -2.288 -2.004  -0.102
H 1.503 -2.060 -2.351  0.059
C -1.561 -4.235 -2.552  -0.063
C -1.447 3.047 1.781  -0.102
C 1.714 -0.224 3.388  -0.050
H 3.866 4.511 -3.918  0.119
H -3.074 -1.388 -1.409  0.085
H 4.412 3.114 -1.919  0.120
C -3.503 4.683 -1.760  -0.041
C -0.391 -3.353 2.269  -0.112
C 2.050 -0.164 4.736  -0.068
O -2.426 -0.064 0.826  0.120
H -2.304 2.474 1.420  0.100
C 4.136 0.940 4.175  -0.062
H 4.600 -4.836 -1.160  0.126
C -2.578 2.086 -2.298  -0.097
C 2.594 0.293 2.406  -0.294
H 1.681 4.016 0.797  0.098
C 3.835 0.830 2.821  -0.035
H -4.257 1.922 -3.633  0.115
C -3.790 -2.609 -3.036  -0.060
C -1.363 -0.113 0.337  -0.206
C 3.253 0.432 5.141  -0.057
C 0.798 3.905 1.426  -0.070
C 1.006 3.168 -1.637  -0.362
C -1.882 2.921 -1.400  -0.387
H -0.341 4.107 -3.047  0.108
H 2.629 2.339 -0.425  0.067
C -2.069 -4.509 3.578  -0.045
H 1.614 5.095 3.023  0.119
C -2.467 -4.059 1.222  -0.058
C -1.213 -3.430 1.125  -0.368
C -0.828 -3.868 3.489  -0.055
H 2.988 -5.995 0.351  0.125
H -0.673 -4.850 -2.394  0.112
H 1.488 5.032 -4.454  0.121
C 2.677 -5.109 -0.204  -0.027
H -1.824 4.848 -0.408  0.122
H 5.060 1.438 4.469  0.115
C 3.154 -3.356 -1.801  -0.058
H 3.522 0.512 6.194  0.114
H -3.118 -4.125 0.348  0.111
C 0.958 -3.482 -0.760  -0.377
H 0.750 -0.646 3.091  0.094
C 0.701 3.917 -2.786  -0.060
H 0.670 -5.154 0.591  0.120
H 3.856 -2.842 -2.461  0.121
H -4.284 -4.007 -4.608  0.121
Gd 0.785 -0.240 -0.793  0.990
H -2.403 -4.925 4.532  0.121
C -3.581 -3.754 -3.812  -0.044
C 0.758 4.508 2.683  -0.049
C 1.371 -4.631 -0.065  -0.061
C -0.320 3.192 0.956  -0.368
P -0.331 2.349 -0.663  0.991
C 1.847 -2.874 -1.682  -0.172
C 3.375 3.368 -2.155  -0.060
H 0.600 -2.894 2.202  0.103
H 0.701 0.261 -2.660  0.090
P -0.645 -2.641 -0.403  1.008
H -3.859 5.693 -1.546  0.121
C 1.729 4.417 -3.587  -0.041
C -1.479 3.643 3.041  -0.051
H 1.390 1.148 0.844  -0.009
C -3.725 2.566 -2.930  -0.060
C -2.883 -4.598 2.444  -0.050
C -1.796 -3.112 -1.739  -0.362
C 3.577 -4.463 -1.061  -0.038
C 2.177 0.343 1.002  -0.218
H 1.629 0.273 -2.440  0.075
H -0.422 4.885 4.457  0.118
C 3.067 4.139 -3.278  -0.046
C -0.381 4.388 3.486  -0.048
H -5.075 4.235 -3.174  0.120
C -2.353 4.214 -1.123  -0.073
C 2.358 2.901 -1.324  -0.155
H -2.287 -5.437 -4.192  0.120
H -2.371 3.537 3.660  0.118
H 4.514 1.205 2.054  0.115
H -0.197 -3.767 4.374  0.117
C -2.461 -4.558 -3.571  -0.047
H -3.857 -5.085 2.512  0.119
H -4.642 -1.958 -3.238  0.116
C -4.184 3.863 -2.667  -0.044

frontier orbital gap (alpha / beta): 6.0 / 6.3 eV
HOMO level (alpha / beta): -0.479 / -0.482 Eh
spin multiplicity: 8
electronic energy: -3223.0055 Ha
strongest force on any atom: 0.1169 Eh/bohr
total charge: +2